Density functional theory data (the ωB97M-V functional and the def2-TZVPD basis) for 2 unconnected molecules or ions with the total composition C5H14.

XYZ file:
```
19
Properties=species:S:1:pos:R:3:forces:R:3
C 1.36832 1.27879 1.57796 -1.26 -1.44 3.63
C -1.62864 -1.67437 -0.48586 0.95 -0.88 0.22
C 2.07128 2.19313 0.73040 0.63 4.84 -0.10
C -1.53025 -0.12688 -0.45937 0.09 -1.60 2.75
C -0.70013 -2.13275 -1.62614 -1.27 1.55 0.19
H -0.84393 -3.15818 -1.74989 0.47 -1.83 -0.45
H 2.33273 3.16426 1.26666 -0.01 -1.17 -0.16
H 1.82937 0.31743 1.61320 0.26 -0.97 -0.35
H -1.42888 -2.21536 0.53569 0.29 1.31 -1.75
H 0.32485 1.12494 1.30920 0.02 0.11 0.18
H -2.58517 -2.14534 -0.73677 -0.44 0.97 0.05
H 2.98235 1.89814 0.31068 1.27 -0.86 -0.68
H -1.69323 0.11710 0.58845 -1.52 0.67 0.07
H -1.00891 -1.62002 -2.56510 0.11 -0.32 0.54
H 0.29088 -1.80743 -1.41427 1.02 -0.24 0.05
H -0.51096 0.24404 -0.37893 0.44 -0.32 -1.49
H -2.17144 0.32630 -1.18164 -0.19 0.64 -0.24
H 1.41952 1.54602 2.69888 -0.36 -0.04 -1.65
H 1.48225 2.67020 -0.03314 -0.49 -0.44 -0.80
```
Positions in Å, forces in eV/Å.

The SMILES is CCC.CC. For the HOMO-LUMO gap, the calculation gives 11.922 eV.

natural (NBO) atomic charge list, values in e, 8 entries:
1. C -0.619
2. C -0.391
3. C -0.625
4. C -0.637
5. C -0.596
6. H 0.201
7. H 0.202
8. H 0.210

Density functional theory data (the ωB97M-V functional and the def2-TZVPD basis) for 2 unconnected molecules or ions with the total composition C5H14.

XYZ file:
```
19
Properties=species:S:1:pos:R:3:forces:R:3
C -1.34357 -0.29055 -0.83850 -0.23 0.03 0.57
C 0.31263 -2.23478 -0.69436 -0.05 0.61 1.18
C 0.39955 2.51765 1.22404 -0.38 -0.26 -0.31
C -0.66124 -1.50947 -1.56507 0.56 -0.18 -0.51
C 1.25554 1.37722 1.74139 0.55 -0.22 0.15
H 1.84458 0.85837 0.97561 -0.11 0.31 -0.22
H 0.68393 0.58760 2.22686 -0.19 0.11 0.28
H -2.40021 -0.43354 -0.62335 -0.01 0.18 0.08
H -0.15161 3.02142 2.01924 0.16 -0.03 0.04
H -0.36237 2.16125 0.51601 0.08 0.09 0.01
H 1.36581 -2.05949 -0.89950 -0.04 -0.29 -0.36
H -1.63415 -2.00170 -1.84533 0.02 0.25 -0.10
H 0.01666 -3.29208 -0.89946 0.21 -0.02 -0.22
H 1.99622 1.75664 2.45301 -0.20 -0.16 0.03
H 0.15981 -2.07099 0.38001 -0.13 -0.12 -0.29
H 1.00042 3.25081 0.69660 0.05 0.15 -0.02
H -1.27267 0.45641 -1.65682 0.07 -0.22 -0.21
H -0.18371 -1.38152 -2.55146 -0.29 -0.10 0.02
H -0.78571 -0.00221 0.05151 -0.07 -0.12 -0.11
```
Positions in Å, forces in eV/Å.

Its net charge is +1. For the HOMO-LUMO gap (spin up / spin down), the calculation gives 11.667 / 4.682 eV. As for the multiplicity: 2.

natural (NBO) atomic charge list, values in e, 8 entries:
1. C -0.501
2. C -0.590
3. C -0.600
4. C -0.301
5. C -0.618
6. H 0.190
7. H 0.193
8. H 0.267

Density functional theory data (the ωB97M-V functional and the def2-TZVPD basis) for a molecular structure, C5H14AuCdClO.

XYZ file:
```
23
Properties=species:S:1:pos:R:3:forces:R:3
Au -2.80359 1.95200 -2.36955 -0.21 -0.64 0.41
Cd 0.57908 -1.17951 -0.10542 0.34 0.24 0.03
Cl -2.78672 3.78993 -3.69785 -0.04 1.64 -1.29
O 0.30997 -0.64253 1.94686 0.30 0.02 1.38
C -0.76699 -2.45734 -1.08199 -0.40 -0.79 -0.09
C -0.98557 1.14037 -3.24355 0.98 -0.21 -0.11
C 2.34585 -0.05936 -0.64060 0.09 0.32 -0.20
C 1.19441 -0.40573 3.00848 -1.01 -0.12 -1.30
C -3.23668 0.66937 -0.86982 0.27 -0.38 0.43
H -0.59826 0.22312 -2.76840 -0.29 0.36 -0.11
H 1.90059 0.42055 2.80411 0.10 -0.01 0.05
H -1.15082 0.98823 -4.31623 -0.09 0.00 0.14
H -1.67004 -2.86654 -0.58253 0.40 0.07 -0.66
H 3.04300 0.04224 0.19506 0.06 0.03 -0.08
H 1.92996 0.93055 -0.89462 0.34 -0.19 0.00
H -2.49757 -0.12657 -0.66376 -0.42 0.36 -0.11
H -4.22961 0.25636 -1.05717 -0.05 -0.21 0.23
H -0.52753 -2.87584 -2.08460 -0.52 0.13 0.62
H -0.28090 1.97800 -3.10515 -0.17 -0.34 -0.05
H 1.79047 -1.29359 3.27451 0.20 -0.10 0.10
H 2.84296 -0.48148 -1.51872 0.15 0.19 0.03
H -3.27653 1.38452 -0.03867 -0.12 -0.44 0.33
H 0.61801 -0.12889 3.90489 0.09 0.09 0.26
```
Positions in Å, forces in eV/Å.

Its net charge is -2. For the HOMO-LUMO gap (spin up / spin down), the calculation gives 5.557 / 7.077 eV. As for the multiplicity: 3.

natural (NBO) atomic charge list, values in e, 8 entries:
1. Au 0.661
2. Cd 1.458
3. Cl -0.759
4. O -1.044
5. C -1.024
6. C -0.954
7. C -1.329
8. C -0.210

Density functional theory data (the ωB97M-V functional and the def2-TZVPD basis) for a molecular structure, C5H14BClIrNTi.

XYZ file:
```
24
Properties=species:S:1:pos:R:3:forces:R:3
Ir -0.19543 0.82726 -0.07067 3.62 1.05 -1.71
Ti 1.19740 -1.03388 -0.44671 -0.21 -6.50 1.94
Cl -0.25231 -2.58623 1.55187 0.92 1.43 -1.39
N -1.98418 0.87106 0.20968 -4.01 -0.36 0.04
C 3.11277 -1.21379 0.32911 0.03 0.18 -0.33
C 0.88378 -2.16731 -2.15348 0.13 0.07 0.19
C 0.30350 1.94351 1.50196 0.42 1.24 1.74
C 1.72256 0.54341 -1.43975 -1.56 3.24 -0.08
C -3.11323 0.94482 0.50078 -0.07 0.02 0.18
B -4.56976 1.05890 0.93316 -0.50 0.12 0.16
H 1.39792 2.03570 1.59305 -0.29 0.04 0.02
H -0.17140 2.93840 1.38425 0.28 -0.46 0.23
H 0.85876 -1.46290 -2.99999 -0.07 -0.50 0.13
H -5.16814 0.17201 0.35812 0.07 0.07 0.04
H 3.01824 -1.44601 1.40191 -0.06 0.14 -0.24
H -0.07319 -2.70029 -2.03048 0.23 0.20 -0.06
H 1.69960 -2.90211 -2.26597 -0.25 0.30 -0.03
H -4.95192 2.16549 0.60461 0.09 -0.14 -0.03
H 2.43663 1.27546 -1.03656 -0.06 -0.21 -0.60
H 1.29361 0.71652 -2.42961 0.92 -0.08 -0.17
H -0.11493 1.42604 2.38912 0.21 0.32 -0.28
H 3.61695 -2.05520 -0.17834 -0.10 0.35 0.13
H 3.64416 -0.26754 0.15130 0.18 -0.49 0.32
H -4.59138 0.91668 2.14264 0.09 -0.03 -0.20
```
Positions in Å, forces in eV/Å.

For the HOMO-LUMO gap (spin up / spin down), the calculation gives 7.213 / 5.373 eV. As for the multiplicity: 5.

natural (NBO) atomic charge list, values in e, 8 entries:
1. Ir 1.037
2. Ti 1.251
3. Cl -0.504
4. N -0.697
5. C -1.076
6. C -1.046
7. C -1.004
8. C -0.758

Density functional theory data (the ωB97M-V functional and the def2-TZVPD basis) for 2 unconnected molecules or ions with the total composition C5H14BrNO.

XYZ file:
```
22
Properties=species:S:1:pos:R:3:forces:R:3
Br -1.45255 -4.28371 0.07231 0.21 0.35 -0.07
O -1.15142 2.21692 -0.71352 -0.11 -0.21 0.03
N 0.08297 -0.33029 0.15004 1.59 -0.72 -0.93
C 0.06068 2.22401 0.02607 -0.35 0.11 -0.35
C 0.42184 -1.44822 1.14039 -0.63 0.85 0.05
C 0.11101 0.97222 0.88887 0.02 0.12 0.04
C -1.13399 -0.68187 -0.64647 -0.90 0.39 0.66
C 1.20124 -0.34283 -0.83707 0.38 -0.25 -0.80
H -1.20249 -0.05533 -1.52691 0.13 0.08 0.07
H 0.09110 3.11781 0.65134 0.10 -0.14 0.37
H 2.14773 -0.10678 -0.35562 -0.06 0.03 0.06
H 1.02386 0.31589 -1.68566 -0.17 0.37 0.35
H 0.92222 2.29545 -0.63884 0.11 -0.18 -0.01
H 1.44636 -1.31446 1.47992 0.01 0.14 -0.05
H 0.27307 -2.42176 0.67127 -0.30 -0.06 0.01
H -0.67702 0.95634 1.63986 -0.22 -0.01 -0.20
H -0.27041 -1.27530 1.96045 0.00 -0.52 0.14
H 1.26212 -1.32268 -1.31101 -0.05 -0.20 0.46
H -2.00842 -0.50938 -0.02222 -0.02 -0.05 -0.01
H 1.05760 0.93743 1.42936 0.01 0.23 0.04
H -1.10492 2.79050 -1.48367 0.14 0.11 0.12
H -1.10060 -1.73397 -0.88888 0.11 -0.45 0.01
```
Positions in Å, forces in eV/Å.

For the HOMO-LUMO gap, the calculation gives 6.631 eV.

natural (NBO) atomic charge list, values in e, 8 entries:
1. Br -0.943
2. O -0.729
3. N -0.205
4. C -0.083
5. C -0.420
6. C -0.228
7. C -0.430
8. C -0.424

Density functional theory data (the ωB97M-V functional and the def2-TZVPD basis) for a single C5H14INSi molecule.

XYZ file:
```
22
Properties=species:S:1:pos:R:3:forces:R:3
I -3.61789 0.26498 0.32785 -2.47 -0.50 -1.14
Si -0.09263 0.59001 0.09609 -0.47 0.02 0.71
N 0.37257 -1.14043 0.24200 1.51 4.63 -0.19
C 1.07006 2.00809 0.72495 -2.59 -0.07 -1.72
C 1.68727 -1.49803 -0.27646 -3.02 -2.23 -0.75
C -1.61089 0.70329 1.23898 2.45 1.55 0.39
C -0.52738 -2.20998 0.17418 -2.15 2.04 1.69
C -0.34803 1.16507 -1.71169 -1.17 1.40 1.09
H 1.49858 -1.85353 -1.31573 0.72 0.20 0.11
H 2.36955 -0.71574 -0.26296 1.43 1.20 0.29
H -0.53225 -2.60322 -0.80071 -0.69 -0.92 -1.45
H -0.12427 -2.88064 0.86931 -0.01 -1.96 0.98
H 1.91474 -2.39813 0.28755 1.14 -0.02 0.11
H -1.68195 1.69090 1.72519 -0.03 -0.28 -0.40
H 0.07369 2.21565 -1.82388 -0.28 -1.53 -0.24
H 1.81451 1.75180 1.36726 1.94 -0.76 2.31
H -1.42731 1.23955 -1.97075 0.53 -0.04 0.19
H -1.53381 -1.79951 0.57577 1.32 -1.29 -0.99
H 1.57066 2.21310 -0.20864 0.23 0.91 -0.27
H 0.04404 0.41325 -2.35185 0.76 -0.28 -0.91
H -1.36486 -0.02620 1.96612 -0.01 -0.98 0.95
H 0.44557 2.86971 1.12738 0.86 -1.08 -0.76
```
Positions in Å, forces in eV/Å.

For the HOMO-LUMO gap (spin up / spin down), the calculation gives 6.146 / 5.092 eV. As for the multiplicity: 3.

natural (NBO) atomic charge list, values in e, 8 entries:
1. I 0.315
2. Si 1.789
3. N -0.829
4. C -1.076
5. C -0.403
6. C -1.212
7. C -0.396
8. C -1.148

One value per record, in order, for electronic energy: -198.8385; -198.4810; -1037.5716; -1692.1357; -2902.8604; -840.6907 Ha.
One value per record, in order, for energy relative to the best compared isomer or geometry (same formula, charge and spin): 133.1; 15.6; 0.0; 0.0; 54.6; 0.0 kJ/mol.